Molecular formula: C10H17N4
Method: DFT, the ωB97M-V functional and the def2-TZVPD basis

Geometry as XYZ:
```
31
C10H17N4 (the ωB97M-V functional and the def2-TZVPD basis)
C -1.46875 1.51109 0.69273
C -1.46553 1.40404 -0.62895
C 1.71893 -0.06898 0.26357
C -1.19622 -0.75182 1.08773
C 0.21182 -0.03064 -1.68212
C -0.05104 -1.66370 1.33068
C -0.32032 -2.79845 0.24830
C -0.23345 1.04421 2.64939
C -1.90608 -0.13615 -2.53318
C 2.17344 1.28861 -1.62741
N -1.07834 0.47846 1.56189
N -0.98135 0.37821 -1.44321
N 1.27750 0.43708 -0.84874
N 1.21561 -0.93268 1.16066
H -1.70699 2.49700 1.03813
H -1.74185 2.29576 -1.27517
H 2.70467 0.33220 0.44449
H -0.16314 -2.27020 2.31487
H -0.61793 -2.47485 -0.82837
H -1.12405 -3.29025 0.58942
H 0.63030 -3.38691 0.20001
H 0.75583 1.31388 2.26709
H -0.63483 2.12580 2.74467
H -0.23380 0.32902 3.41990
H -1.62669 -0.98325 -3.12578
H -2.89947 -0.54161 -1.95805
H -2.31196 0.58859 -3.29923
H 3.18643 1.26630 -1.39485
H 2.12872 1.31920 -2.74122
H 1.82875 2.24977 -1.26574
H 2.02473 -1.05522 1.72742
```

Computed properties:
Highest occupied orbital energy (eV): -11.57
Frontier orbital gap (eV): 8.3
2S+1: 1
Total charge: +1

Mulliken atomic charge list, values in e, 4 entries: -0.3292, -0.3918, -0.0514, -0.8446



Molecular formula: C10H17NO2S
Method: DFT, the ωB97M-V functional and the def2-TZVPD basis

Geometry as XYZ:
```
31
C10H17NO2S (the ωB97M-V functional and the def2-TZVPD basis)
C -0.33953 -0.23521 -0.23321
C -1.24855 -1.17573 -0.62518
C -1.20500 2.36780 0.38301
C -1.21100 1.42788 1.61441
C -1.13430 0.93483 0.23101
C -1.17870 -2.61057 -0.86577
C 1.66488 -1.30908 1.70725
C 1.17526 1.73545 -1.74520
C 1.79401 -1.35323 0.18256
C 1.69817 1.08211 -0.48664
N 1.03745 -0.26666 -0.39152
O -3.46579 -0.54634 0.77989
O -3.33401 0.38713 -1.47323
S -2.62967 -0.11716 -0.29813
H -2.04192 2.92427 0.05710
H -0.18550 2.82265 0.36889
H -0.25931 1.42119 2.23655
H -2.12488 1.18642 2.22944
H -0.30875 -2.91399 -1.33722
H -1.99251 -2.93145 -1.47688
H -1.29374 -3.10305 0.03198
H 1.95998 -0.27024 1.98031
H 0.57924 -1.62052 1.88030
H 2.19466 -2.17222 2.03393
H 0.19082 1.60004 -1.82846
H 1.39262 2.87845 -1.73690
H 1.86621 1.21078 -2.55868
H 2.86259 -1.35205 -0.23553
H 1.45098 -2.32969 -0.20902
H 2.78733 0.70334 -0.60606
H 1.29898 1.62486 0.39099
```

Computed properties:
Highest occupied orbital energy (eV): -8.23
Frontier orbital gap (eV): 8.9
2S+1: 1
Total charge: 0

Mulliken atomic charge list, values in e, 4 entries: -0.5891, 0.5764, -0.5531, -0.5062



Molecular formula: C10H17NO2Zn
Method: DFT, the ωB97M-V functional and the def2-TZVPD basis

Geometry as XYZ:
```
31
C10H17NO2Zn (the ωB97M-V functional and the def2-TZVPD basis)
C 1.04432 -1.38777 -1.22025
C 0.25264 1.97168 -1.23676
C -0.39118 -1.38075 -0.77880
H 1.17284 -2.09826 -2.05430
C -1.01971 1.82643 -0.85399
H 0.86793 2.79912 -0.85572
H -0.69553 -2.44261 -0.68633
H -1.46775 2.60932 -0.22710
C -1.40493 -0.66614 -1.62142
H -2.28235 -1.33492 -1.65532
H -1.05667 -0.61465 -2.66026
C 1.75946 -0.08895 -1.63189
H 2.48367 -0.35062 -2.41943
H 2.35404 0.27179 -0.77968
C 0.95542 1.09222 -2.22852
H 0.27537 0.73500 -3.01116
H 1.69726 1.73859 -2.74083
C -1.95775 0.72874 -1.24325
H -2.51774 1.05328 -2.13825
H -2.73251 0.62448 -0.46654
Zn -0.10929 -1.73215 1.29487
H 1.60767 -1.81642 -0.34860
N 0.63575 0.06457 2.14081
C 0.30835 0.13707 3.57612
C -0.60091 -1.03486 3.98925
O -1.00533 -1.00716 5.14900
O -0.86902 -1.94750 3.08315
H 1.62260 0.30134 2.00653
H 0.09059 0.76871 1.64274
H 1.21117 0.11196 4.19304
H -0.22840 1.06845 3.78290
```

Computed properties:
Highest occupied orbital energy (eV): -8.10
Frontier orbital gap (eV): 7.7
2S+1: 1
Total charge: 0

Mulliken atomic charge list, values in e, 4 entries: -0.9283, -0.0385, 0.6964, 0.3857



Molecular formula: C10H17NO6
Method: DFT, the ωB97M-V functional and the def2-TZVPD basis

Geometry as XYZ:
```
34
C10H17NO6 (the ωB97M-V functional and the def2-TZVPD basis)
N -0.43396 0.34910 0.73990
O -1.03496 -0.67608 0.93781
O -1.69327 1.84443 0.49962
O 0.69954 0.74396 0.65218
C -4.53927 1.65681 6.37168
C -3.47645 2.12133 5.37225
C -2.29373 2.78253 6.12628
C -3.11314 4.11764 6.16449
C -3.76669 3.56577 4.89072
C -2.90898 3.93378 3.65987
C -1.42893 3.26086 3.78487
C -1.04115 2.97041 5.27637
O -1.22427 2.13888 3.07266
O -1.21032 2.73988 1.17557
C -3.66857 3.57365 2.37839
O -2.78731 5.34191 3.76485
C -3.25047 1.04043 4.38297
H -5.48287 1.45552 5.83193
H -4.18684 0.71381 6.83083
H -4.73338 2.39673 7.16681
H -2.08449 2.38540 7.11116
H -3.82062 4.15822 6.99623
H -2.57196 5.06742 6.09646
H -4.81582 3.80747 4.74366
H -0.70321 4.00784 3.38831
H -0.51502 3.89347 5.56481
H -0.33023 2.13369 5.42539
H -3.88858 2.50001 2.29415
H -4.64278 4.09921 2.35912
H -3.09304 3.87711 1.49530
H -2.50108 5.69234 2.89684
H -2.49886 1.21939 3.60947
H -2.92645 0.14252 4.90937
H -4.19073 0.81983 3.88008
```

Computed properties:
Highest occupied orbital energy (spin up / spin down) (eV): -9.37 / -9.36
Frontier orbital gap (spin up / spin down) (eV): 7.0 / 7.0
2S+1: 1
Total charge: 0

Mulliken atomic charge list, values in e, 4 entries: 0.9331, -0.3947, -0.1693, -0.3807



For the records above, the corresponding max |F| values read 5.25 6.90 2.73 3.59 eV Å⁻¹.
For the records above, the corresponding calculated total energy values read -16591.9800 -27061.4816 -64647.4340 -24408.7206 eV.